# 1
The following is a DFT calculation (ωB97M-V with the def2-TZVPD basis set) of a structure of composition C29H59I2NO16S4 in a non-equilibrium geometry.

The HOMO-LUMO gap comes out at 8.58 eV.

Structure (ORCA input):
```
! RIJCOSX wB97M-V def2-TZVPD def2/J DEFGRID3
* xyz 0 1
I -4.87 0.99 -2.90
I -4.89 2.68 0.24
S 0.06 -7.85 -1.91
S -1.89 -0.67 -6.33
S 2.73 5.66 -0.30
S 1.96 5.46 4.62
O -2.33 0.68 -6.54
O 2.90 6.61 0.77
O 2.30 4.31 -0.05
O 0.85 5.84 3.79
O -1.90 -4.00 -1.62
O 0.11 -8.99 -2.78
O 1.52 -7.13 -1.93
O 1.63 5.85 6.16
O -2.54 -4.54 0.58
O 2.25 -0.69 2.33
O -1.05 -1.03 -5.22
O 1.80 6.31 -1.44
O -3.78 1.56 4.31
O 2.52 4.13 4.60
O -0.40 -7.94 -0.55
O -1.21 -1.23 -7.69
N -2.56 1.67 2.19
C -1.01 -3.97 2.45
C 3.16 -8.92 -1.72
C -0.83 -6.55 -2.73
C -0.16 -0.46 -8.28
C 2.79 0.59 1.95
C 2.55 -7.68 -1.11
C -1.19 -4.77 1.05
C -3.30 -1.74 -6.33
C 0.38 6.29 -1.25
C 0.22 1.41 1.98
C -0.74 -2.42 2.08
C 0.42 5.37 6.73
C 1.71 1.65 1.44
C -2.30 -0.59 -1.75
C 2.91 -1.79 1.67
C 0.53 3.91 7.13
C -3.49 1.14 3.17
C -2.63 -4.63 -0.83
C 3.28 6.62 4.38
C -3.38 0.53 -1.37
C -2.72 -0.65 1.58
C 1.16 -0.66 -7.55
C 4.23 5.61 -1.24
C -1.85 -1.42 2.69
C -0.69 1.04 0.71
C -4.03 -0.19 2.43
C -0.07 7.36 -0.27
C -2.24 0.78 1.04
C -3.34 1.16 -0.09
H 3.45 -8.73 -2.76
H 4.03 -9.24 -1.16
H -0.38 -4.36 0.36
H -2.55 -1.52 -1.14
H -3.15 -1.42 0.87
H 3.46 1.05 2.76
H 4.46 6.62 -1.58
H 4.05 6.44 5.13
H -2.51 2.68 2.06
H -3.91 -1.51 -7.21
H -1.24 -0.24 -1.55
H -0.97 -5.88 1.19
H -2.34 -0.83 -2.87
H -1.42 -0.70 3.46
H 3.32 -6.91 -1.02
H 3.50 0.39 1.05
H -0.42 0.60 -8.33
H -1.16 7.42 -0.24
H 0.23 5.97 7.62
H 1.71 1.66 0.30
H -0.07 6.49 -2.22
H 2.18 -7.88 -0.10
H -0.81 -5.66 -2.10
H -0.68 -2.25 0.95
H 2.88 7.63 4.45
H 0.04 5.30 -0.93
H -0.12 -4.38 3.04
H 0.11 0.59 2.75
H 1.98 -0.19 -8.09
H -1.96 -4.12 3.07
H -0.05 -0.82 -9.31
H -3.86 -1.56 -5.42
H 0.34 8.34 -0.55
H 0.24 -2.15 2.59
H 5.02 5.24 -0.59
H -4.99 -0.09 1.82
H 1.38 -1.73 -7.43
H 4.04 -1.78 1.80
H -2.59 -2.09 3.27
H -4.36 -0.89 3.28
H 2.44 -9.74 -1.74
H 0.62 3.27 6.26
H 0.28 7.14 0.74
H -0.43 5.53 6.05
H -1.85 -6.89 -2.88
H 4.09 4.93 -2.08
H 2.62 -1.82 0.57
H -3.44 -5.29 -1.29
H -0.58 1.86 -0.08
H 2.06 2.68 1.81
H -2.95 -2.78 -6.36
H 2.52 -2.76 2.15
H -0.36 3.60 7.69
H 3.69 6.45 3.38
H -0.36 -6.36 -3.69
H -0.27 0.08 0.25
H 1.12 -0.23 -6.55
H 1.41 3.74 7.75
H -0.10 2.39 2.50
*
```

***

# 2
The following is a DFT calculation (ωB97M-V with the def2-TZVPD basis set) of an isolated molecule of C4H8N2O in a non-equilibrium geometry.

As for the structure (SMILES): [H]/N=C(\C)O/C=N/C. The HOMO-LUMO gap comes out at 9.80 eV. The relative energy (zero: lowest compared OMol25 entry of this formula, charge and spin) comes out at 2.8499 eV.

Structure (ORCA input):
```
! RIJCOSX wB97M-V def2-TZVPD def2/J DEFGRID3
* xyz 0 1
O -0.55 -1.11 0.72
N 1.16 -0.06 -0.18
N -0.71 1.28 1.07
C -2.41 0.08 -0.29
C 0.67 -1.15 0.23
C 2.56 0.12 -0.42
C -1.10 0.29 0.43
H -2.81 1.04 -0.62
H 2.99 0.76 0.35
H 1.13 -2.14 0.19
H -3.12 -0.37 0.40
H 2.70 0.60 -1.39
H -2.29 -0.60 -1.13
H -1.33 2.08 1.06
H 3.11 -0.83 -0.43
*
```